The following is a DFT calculation (ωB97M-V/def2-TZVPD) of the molecule C6H2BrCl2FOS.

Cartesian coordinates (Å):
C1 -0.08 1.49 0.07
C2 -0.50 0.97 1.23
C3 -0.67 -0.46 1.56
C4 -0.38 -1.32 0.55
C5 0.25 0.63 -0.97
C6 0.40 -0.85 -0.63
O1 0.80 -0.06 -3.42
F1 -0.61 -2.64 0.57
S1 0.63 1.16 -2.56
Cl1 -0.87 2.03 2.48
Cl2 2.21 -1.18 -0.23
Br1 -1.56 -0.95 3.11
H1 0.00 2.50 -0.20
H2 0.37 -1.32 -1.56

Calculated total energy: -116939.47620 eV
E_HOMO (spin up / spin down): -8.9 / -8.5 eV
Gap between HOMO and LUMO (spin up / spin down): 6.8978 / 6.7107 eV